ORCA calculation (wB97M-V/def2-TZVPD) on a structure of composition C17H24F6LaN5O6.

```
! RIJCOSX wB97M-V def2-TZVPD def2/J DEFGRID3
* xyz 0 1
La -0.242 0.169 -0.394
N 0.029 -0.802 1.986
C 1.327 -1.242 2.516
C 2.388 -0.162 2.331
N 2.694 0.088 0.918
C 3.536 -0.986 0.370
C 3.176 -1.335 -1.073
N 1.725 -1.488 -1.177
C 3.351 1.384 0.728
C 2.415 2.575 0.962
N 1.108 2.363 0.331
H -0.382 -0.101 2.598
H -0.613 -1.591 1.971
H 1.615 -2.144 1.974
H 1.278 -1.500 3.579
H 3.291 -0.451 2.888
H 2.012 0.762 2.774
H 3.395 -1.885 0.972
H 4.598 -0.724 0.436
H 3.721 -2.243 -1.352
H 3.497 -0.550 -1.759
H 1.421 -2.323 -0.682
H 1.445 -1.646 -2.142
H 3.713 1.413 -0.301
H 4.226 1.487 1.387
H 2.911 3.472 0.585
H 2.276 2.722 2.033
H 1.040 2.885 -0.536
H 0.358 2.730 0.913
O -6.675 -1.147 0.441
C -5.353 -0.933 0.311
C -4.477 -1.909 -0.161
C -3.139 -1.593 -0.267
N -2.659 -0.395 0.067
C -3.493 0.529 0.556
C -4.844 0.306 0.695
C -2.802 1.802 1.060
O -3.460 2.643 1.643
O -1.529 1.803 0.859
C -2.074 -2.631 -0.652
O -2.418 -3.789 -0.808
O -0.882 -2.153 -0.694
H -6.897 -2.039 0.158
H -4.805 -2.906 -0.431
H -5.487 1.071 1.107
C 2.125 1.881 -2.863
C 0.683 1.541 -3.307
O -0.059 0.863 -2.383
C -0.043 2.872 -3.616
F 0.681 3.689 -4.405
F -0.235 3.531 -2.444
F -1.233 2.711 -4.190
C 0.771 0.652 -4.567
F 1.437 -0.486 -4.234
F 1.457 1.222 -5.575
F -0.425 0.301 -5.037
H 2.186 2.896 -2.473
H 2.829 1.796 -3.688
H 2.390 1.178 -2.078
*
```

Summary:
HOMO level = -0.3407 Eh
strongest force on any atom = 2.98 eV/Å
E = -2018.4989 Ha